No. 1
The following is a DFT calculation (wB97M-V/def2-TZVPD) of a molecular structure, C21H27ClN2O3.

```
! RIJCOSX wB97M-V def2-TZVPD def2/J DEFGRID3
* xyz 0 1
C 2.636 -0.680 2.280
C 3.167 -1.650 1.272
H 3.910 -1.292 0.443
H 3.700 -2.515 1.896
O 2.214 -2.301 0.860
C 1.322 -1.823 -0.158
C 1.573 -0.658 -0.717
C 1.137 -0.020 -1.860
C -0.028 -0.708 -2.289
C -0.542 -1.798 -1.698
C 0.220 -2.578 -0.815
O -0.239 -3.667 -0.146
C -0.082 -3.722 1.386
H -0.921 -4.652 1.386
C -0.197 -2.640 2.218
O 0.114 -2.708 3.313
N -1.219 -1.599 1.799
C -1.341 -0.389 2.157
C -0.776 0.120 3.217
C -1.074 1.336 3.648
C -1.421 2.296 2.824
C -2.046 1.690 1.505
C -1.827 0.466 1.094
H -2.256 0.084 0.187
H -2.089 2.530 0.716
H -1.611 3.414 2.989
H -0.689 1.849 4.809
H -0.371 -0.673 3.906
H -1.669 -1.966 0.854
H 0.763 -4.247 1.409
H -1.366 -2.388 -2.137
Cl -0.982 0.015 -3.509
C 1.381 1.333 -2.454
N 0.523 2.379 -1.684
H 0.597 2.292 -0.721
C 0.783 3.601 -2.465
C -0.038 4.737 -1.658
C -1.892 4.189 -2.004
H -2.349 4.900 -1.520
H -1.860 3.070 -1.645
H -1.997 4.330 -3.027
C -0.185 4.637 -0.166
H -0.260 3.859 0.464
H -0.670 5.661 0.374
H 1.145 4.997 0.074
H -0.031 5.815 -2.160
H 1.743 4.118 -2.014
H 0.570 3.847 -3.307
H 2.583 1.523 -2.283
H 1.228 1.213 -3.477
H 2.701 -0.099 -0.580
H 2.235 0.094 1.758
H 2.153 -0.997 2.921
H 3.466 -0.195 2.839
*
```

Output
energy above the lowest of the compared OMol25 structures with the same formula, charge and spin = 418.69 kcal/mol
LUMO energy = 0.14 eV
gap between HOMO and LUMO = 8.09 eV
HOMO level = -7.95 eV

Charge distribution, Mulliken scheme, values in e:
1. C -1.68
2. C -0.30
3. H 0.32
4. H 0.24
5. O -0.35
6. C 1.23
7. C 0.64
8. C -0.34
9. C 0.72
10. C -0.97
11. C 0.10
12. O -0.47
13. C -1.15
14. H 0.27
15. C 0.58
16. O -0.47
17. N -0.20
18. C 1.00
19. C -0.16
20. C -0.59
21. C -0.48
22. C -0.53
23. C -0.54
24. H 0.33
25. H 0.35
26. H 0.32
27. H 0.08
28. H 0.38
29. H 0.30
30. H 0.66
31. H 0.39
32. Cl -0.22
33. C -2.20
34. N 0.35
35. H 0.11
36. C -1.02
37. C -0.02
38. C -1.23
39. H 0.58
40. H 0.11
41. H 0.45
42. C -1.09
43. H 0.37
44. H 0.23
45. H 0.20
46. H 0.33
47. H 0.23
48. H 0.70
49. H 0.34
50. H 0.73
51. H -0.13
52. H 0.39
53. H 0.69
54. H 0.45


No. 2
The following is a DFT calculation (wB97M-V/def2-TZVPD) of C21H27ClN2O5 in the gas phase.

```
! RIJCOSX wB97M-V def2-TZVPD def2/J DEFGRID3
* xyz 0 1
C 7.856 -3.159 1.281
O 7.148 -3.099 0.044
C 5.817 -2.821 0.185
C 4.893 -3.868 0.166
C 5.363 -5.287 0.019
C 3.543 -3.566 0.262
C 3.102 -2.253 0.383
C 1.623 -2.028 0.472
O 0.828 -2.853 0.046
N 1.209 -0.879 1.059
C -0.209 -0.601 1.211
C -0.832 0.025 -0.034
C -2.345 0.031 0.053
O -2.775 -1.313 0.000
C -4.150 -1.500 0.265
C -4.431 -2.972 0.083
N -4.237 -3.330 -1.331
C -3.980 -4.729 -1.527
O -4.690 -5.427 -2.195
C -2.745 -5.213 -0.920
C -1.664 -5.481 -0.468
C -0.340 -5.780 0.054
C -0.198 -7.152 0.728
C 1.303 -7.446 0.580
O 1.824 -6.502 -0.362
C 0.735 -5.883 -1.030
C 4.023 -1.215 0.382
C 5.372 -1.506 0.282
Cl 6.521 -0.206 0.241
H 8.887 -3.397 1.035
H 7.817 -2.199 1.801
H 7.443 -3.939 1.926
H 4.510 -5.952 -0.109
H 6.025 -5.387 -0.842
H 5.929 -5.611 0.895
H 2.816 -4.368 0.237
H 1.884 -0.282 1.500
H -0.715 -1.543 1.422
H -0.336 0.057 2.072
H -0.465 1.045 -0.172
H -0.536 -0.559 -0.908
H -2.678 0.494 0.993
H -2.785 0.603 -0.772
H -4.388 -1.192 1.291
H -4.759 -0.905 -0.427
H -3.764 -3.533 0.749
H -5.463 -3.188 0.366
H -3.383 -2.849 -1.616
H -0.040 -4.980 0.733
H -0.524 -7.143 1.767
H -0.796 -7.887 0.190
H 1.850 -7.310 1.515
H 1.480 -8.463 0.222
H 0.380 -6.499 -1.865
H 1.058 -4.910 -1.393
H 3.717 -0.177 0.415
*
```

Output
energy above the lowest of the compared OMol25 structures with the same formula, charge and spin = 60.60 kcal/mol
LUMO energy = 0.55 eV
gap between HOMO and LUMO = 9.76 eV
HOMO level = -9.21 eV
structure (SMILES) = COc1c(C)cc(C(=O)NCCCOCCNC(=O)C#C[C@H]2CCOC2)cc1Cl

Charge distribution, Mulliken scheme, values in e:
1. C -0.73
2. O -0.57
3. C 0.16
4. C 0.85
5. C -1.51
6. C -0.68
7. C 0.54
8. C 0.29
9. O -0.64
10. N -0.11
11. C -0.76
12. C -0.46
13. C -0.86
14. O -0.03
15. C -0.71
16. C -0.49
17. N -0.46
18. C 0.22
19. O -0.48
20. C 0.12
21. C -0.75
22. C 1.20
23. C -0.91
24. C -0.42
25. O -0.38
26. C -0.76
27. C -0.65
28. C 0.05
29. Cl -0.22
30. H 0.27
31. H 0.29
32. H 0.27
33. H 0.32
34. H 0.36
35. H 0.30
36. H 0.54
37. H 0.26
38. H 0.25
39. H 0.44
40. H 0.37
41. H 0.26
42. H 0.37
43. H 0.40
44. H 0.40
45. H 0.34
46. H 0.30
47. H 0.40
48. H 0.33
49. H 0.16
50. H 0.33
51. H 0.40
52. H 0.28
53. H 0.33
54. H 0.43
55. H 0.27
56. H 0.52


No. 3
The following is a DFT calculation (wB97M-V/def2-TZVPD) of a molecular structure, C21H27CrGeN2O8S4Se.

```
! RIJCOSX wB97M-V def2-TZVPD def2/J DEFGRID3
* xyz 0 4
Cr -0.424 -0.899 0.778
O -0.555 -1.975 3.802
S 0.659 -2.424 3.188
O 1.848 -2.496 3.983
O 0.952 -1.658 1.911
C 0.395 -4.097 2.573
C 1.003 -5.096 3.316
C 0.875 -6.432 2.962
C 0.140 -6.789 1.848
C -0.477 -5.804 1.090
C -0.353 -4.468 1.446
S -1.218 -3.339 0.388
O -1.802 -2.288 1.277
O -2.151 -4.083 -0.391
O -0.226 -2.551 -0.414
H 1.590 -4.802 4.175
H 1.356 -7.194 3.561
H 0.038 -7.828 1.566
H -1.071 -6.059 0.225
O -2.019 2.030 3.687
C -1.446 3.098 3.106
C -1.800 4.351 3.615
C -1.251 5.501 3.091
C -0.330 5.438 2.045
C 0.024 4.207 1.541
C -0.523 3.022 2.053
C -0.134 1.733 1.457
O -0.770 0.659 1.856
N 0.785 1.703 0.537
N 0.989 0.386 0.105
C 2.134 0.187 -0.440
S 2.672 -1.396 -0.928
C 3.986 -0.748 -1.993
C 4.597 0.445 -1.288
S 3.248 1.509 -0.706
H -1.684 1.222 3.261
H -2.510 4.383 4.430
H -1.540 6.461 3.500
H 0.101 6.341 1.637
H 0.738 4.126 0.732
H 3.561 -0.466 -2.957
H 4.707 -1.551 -2.139
H 5.216 1.036 -1.961
H 5.194 0.131 -0.432
C 0.309 0.274 -3.421
Ge -0.783 1.858 -3.054
C -1.929 2.181 -4.605
C 0.347 3.405 -2.697
C -1.979 1.721 -1.481
Se -2.438 0.020 -0.667
C -2.573 -1.148 -2.212
H 1.284 0.605 -3.782
H -0.155 -0.330 -4.200
H 0.461 -0.352 -2.543
H -1.325 2.324 -5.501
H -2.539 3.073 -4.458
H -2.595 1.334 -4.776
H 1.039 3.586 -3.520
H 0.918 3.232 -1.784
H -0.267 4.296 -2.557
H -2.931 2.191 -1.728
H -1.529 2.306 -0.678
H -1.593 -1.359 -2.626
H -3.221 -0.672 -2.945
H -3.028 -2.071 -1.861
*
```

Output
LUMO energy (alpha / beta) = -0.18 / -0.26 eV
gap between HOMO and LUMO (alpha / beta) = 8.10 / 8.03 eV
HOMO level (alpha / beta) = -8.28 / -8.29 eV

Charge distribution, Mulliken scheme, values in e:
1. Cr 0.65
2. O -0.68
3. S 1.59
4. O -0.77
5. O -0.39
6. C -0.49
7. C -0.67
8. C -0.58
9. C -0.65
10. C -0.66
11. C 0.38
12. S 1.74
13. O -0.55
14. O -0.64
15. O -0.54
16. H 0.53
17. H 0.40
18. H 0.40
19. H 0.51
20. O -0.73
21. C 0.59
22. C -0.74
23. C -0.29
24. C -0.87
25. C -0.44
26. C -0.04
27. C 0.71
28. O -0.62
29. N -0.31
30. N 0.97
31. C -0.23
32. S -0.01
33. C -0.60
34. C -0.62
35. S 0.00
36. H 0.33
37. H 0.46
38. H 0.38
39. H 0.41
40. H 0.43
41. H 0.23
42. H 0.41
43. H 0.44
44. H 0.32
45. C -0.96
46. Ge 0.58
47. C -1.25
48. C -0.97
49. C -0.67
50. Se 0.14
51. C -1.13
52. H 0.33
53. H 0.52
54. H -0.03
55. H 0.37
56. H 0.37
57. H 0.36
58. H 0.38
59. H 0.16
60. H 0.35
61. H 0.62
62. H 0.01
63. H 0.24
64. H 0.41
65. H 0.41


No. 4
The following is a DFT calculation (wB97M-V/def2-TZVPD) of 2 unconnected molecules or ions with the total composition C21H27F17NO2S.

```
! RIJCOSX wB97M-V def2-TZVPD def2/J DEFGRID3
* xyz 0 2
C -2.576 -1.951 4.176
C -1.777 -1.298 3.033
C -1.134 -0.018 3.573
C -0.695 -2.258 2.498
C -1.227 -3.386 1.608
C -0.114 -4.318 1.091
C 0.790 -3.771 -0.034
C 2.164 -3.317 0.431
F 3.002 -4.387 0.519
F 2.143 -2.748 1.669
C 2.857 -2.304 -0.522
F 4.176 -2.300 -0.304
F 2.633 -2.724 -1.787
C 2.344 -0.833 -0.343
F 1.002 -0.850 -0.154
F 2.912 -0.333 0.758
C 2.663 0.166 -1.517
F 2.956 1.366 -0.997
F 3.757 -0.275 -2.162
C 1.554 0.378 -2.610
F 2.181 0.956 -3.643
F 1.120 -0.834 -2.993
C 0.239 1.224 -2.380
F -0.281 1.322 -3.617
F -0.628 0.545 -1.626
C 0.335 2.682 -1.821
F -0.697 3.368 -2.323
F 1.462 3.246 -2.268
C 0.265 2.830 -0.252
F 1.027 3.848 0.112
F 0.705 1.742 0.378
F -0.970 3.062 0.132
C -2.089 -2.807 0.482
C -3.265 -1.951 0.987
C -4.342 -2.782 1.705
C -3.935 -1.220 -0.181
N -2.662 -0.901 1.878
O -2.226 0.115 1.228
H -1.948 -1.952 5.074
H -3.488 -1.387 4.390
H -2.835 -2.989 3.982
H -0.704 -0.214 4.559
H -1.886 0.771 3.674
H -0.358 0.357 2.901
H 0.048 -1.667 1.954
H -0.178 -2.692 3.366
H -1.875 -4.022 2.227
H -0.590 -5.230 0.712
H 0.510 -4.630 1.935
H 0.308 -2.959 -0.578
H 0.990 -4.558 -0.768
H -2.494 -3.608 -0.153
H -1.483 -2.145 -0.152
H -3.947 -3.510 2.407
H -5.018 -2.121 2.258
H -4.928 -3.325 0.958
H -4.620 -1.904 -0.692
H -3.201 -0.849 -0.900
H -4.515 -0.370 0.188
C 3.339 6.892 -4.467
S 2.441 7.925 -3.301
O 3.418 8.905 -2.760
C 2.235 6.654 -2.049
H 3.609 7.519 -5.314
H 4.239 6.509 -3.986
H 2.697 6.077 -4.799
H 3.215 6.286 -1.744
H 1.626 5.845 -2.450
H 1.729 7.109 -1.199
*
```

Output
LUMO energy (alpha / beta) = 0.57 / 0.50 eV
gap between HOMO and LUMO (alpha / beta) = 8.81 / 9.40 eV
HOMO level (alpha / beta) = -8.24 / -8.90 eV

Charge distribution, Mulliken scheme, values in e:
1. C -1.86
2. C 1.95
3. C -1.68
4. C -1.02
5. C 1.31
6. C -1.78
7. C -0.47
8. C 0.83
9. F -0.37
10. F -0.28
11. C 0.47
12. F -0.32
13. F -0.29
14. C 0.33
15. F 0.17
16. F -0.36
17. C 0.59
18. F -0.25
19. F -0.32
20. C 0.51
21. F -0.32
22. F -0.27
23. C 0.43
24. F -0.34
25. F -0.20
26. C 0.80
27. F -0.30
28. F -0.23
29. C 0.49
30. F -0.26
31. F -0.19
32. F -0.25
33. C -1.07
34. C 1.94
35. C -1.84
36. C -1.69
37. N 0.37
38. O -0.46
39. H 0.48
40. H 0.37
41. H 0.28
42. H 0.41
43. H 0.48
44. H 0.09
45. H -0.48
46. H 0.55
47. H 0.27
48. H 0.42
49. H 0.57
50. H 0.01
51. H 0.59
52. H 0.43
53. H -0.32
54. H 0.25
55. H 0.37
56. H 0.47
57. H 0.42
58. H 0.14
59. H 0.47
60. C -0.89
61. S 0.48
62. O -0.62
63. C -0.74
64. H 0.32
65. H 0.29
66. H 0.33
67. H 0.33
68. H 0.11
69. H 0.37